Computed, not measured: a structure of composition CH10NO4 in a non-equilibrium geometry, with ωB97M-V/def2-TZVPD.

Structure (ORCA input):
```
! RIJCOSX wB97M-V def2-TZVPD def2/J DEFGRID3
* xyz -1 1
N 2.00 -0.43 -0.75
C 0.79 -1.28 -0.47
O -0.18 -0.63 0.22
H 2.48 -0.30 0.13
H 1.83 0.53 -1.06
H 1.11 -2.29 0.03
H 0.48 -1.83 -1.36
H -0.46 1.33 -1.72
H -0.51 0.43 -0.42
O -0.96 1.39 -0.90
H -2.23 3.37 0.99
H -1.57 3.01 -0.28
O -1.83 3.81 0.24
H -0.25 -1.58 1.69
H -0.58 -3.05 1.52
O -0.14 -2.47 2.14
*
```

Output
Frontier orbital gap, hartree: 0.3233
Strongest force on any atom, eV Å⁻¹: 2.03
Energy above the lowest of the compared OMol25 structures with the same formula, charge and spin, kcal/mol: 14.9
Calculated total energy, Eh: -399.8415


Computed, not measured: a cluster of 2 separate species, C2H7NO3 in total in a non-equilibrium geometry, with ωB97M-V/def2-TZVPD.

Structure (ORCA input):
```
! RIJCOSX wB97M-V def2-TZVPD def2/J DEFGRID3
* xyz 0 1
N 2.22 -0.32 -0.16
C 1.24 -0.36 -1.26
C -0.15 -0.03 -0.83
O -0.42 0.79 0.02
O -1.08 -0.82 -1.40
H 2.55 0.63 -0.10
H 1.72 -0.43 0.72
H 1.37 -1.29 -1.80
H 1.56 0.43 -1.96
H -1.88 -0.30 -1.53
O -2.43 0.21 2.71
H -2.65 0.67 3.52
H -2.04 0.82 2.08
*
```

Output
Frontier orbital gap, hartree: 0.3921
SMILES string: NCC(=O)O.O
Strongest force on any atom, eV Å⁻¹: 1.32
Energy above the lowest of the compared OMol25 structures with the same formula, charge and spin, kcal/mol: 18.8
Calculated total energy, Eh: -360.8836


Computed, not measured: an isolated molecule of C6H8N2 in a non-equilibrium geometry, with ωB97M-V/def2-TZVPD.

Structure (ORCA input):
```
! RIJCOSX wB97M-V def2-TZVPD def2/J DEFGRID3
* xyz 0 1
N 3.59 0.33 -0.87
C 2.79 -0.39 -0.04
C 1.45 -0.60 0.67
C 0.64 0.58 0.02
C -0.74 1.18 0.31
C -1.64 0.18 -0.68
N -0.80 -1.29 -0.62
C 0.07 -0.92 0.22
H 1.64 -0.59 1.64
H 1.06 0.60 -0.96
H -1.11 0.97 1.49
H -0.74 2.24 0.06
H -2.64 0.18 -0.27
H -1.88 0.64 -1.71
H -1.42 -2.23 -0.63
H -0.26 -0.88 1.37
*
```

Output
Frontier orbital gap, hartree: 0.3520
SMILES string: N#C[C@H]1[C@@H]2CCN[C@@H]12
Strongest force on any atom, eV Å⁻¹: 13.19
Energy above the lowest of the compared OMol25 structures with the same formula, charge and spin, kcal/mol: 209.3
Calculated total energy, Eh: -342.6004


Computed, not measured: a structure of composition C38H40CaN10O8S in a non-equilibrium geometry, with ωB97M-V/def2-TZVPD.

Structure (ORCA input):
```
! RIJCOSX wB97M-V def2-TZVPD def2/J DEFGRID3
* xyz 0 1
Ca 1.15 0.40 0.87
O -1.23 3.49 3.61
C -0.49 2.49 3.05
O -0.27 2.61 1.65
C 0.22 1.57 3.74
C 0.19 1.55 5.20
C 0.95 0.68 5.88
C 1.78 -0.26 5.18
C 1.73 -0.22 3.81
N 1.00 0.63 3.07
C 2.56 -1.16 2.98
O 2.99 -2.28 3.57
O 2.82 -0.97 1.82
H -0.69 4.28 3.72
H -0.45 2.26 5.71
H 0.94 0.68 6.96
H 2.46 -0.90 5.73
H 2.65 -2.31 4.48
N -4.40 5.97 -2.45
C -3.71 5.43 -1.71
C -2.84 4.73 -0.80
C -3.37 3.83 0.12
C -2.54 3.14 0.98
C -1.17 3.34 0.91
C -0.63 4.27 0.03
C -1.47 4.96 -0.84
H -4.44 3.68 0.16
H -2.95 2.45 1.71
H 0.44 4.44 0.03
H -1.06 5.68 -1.53
N 1.08 -1.89 0.01
C 1.47 -2.79 -0.60
N 1.90 -3.82 -1.29
C 1.15 -4.25 -2.48
C 2.12 -4.97 -3.41
O 2.76 -6.03 -2.74
C 3.54 -5.56 -1.65
C 2.66 -4.88 -0.62
H 0.73 -3.37 -2.96
H 0.34 -4.92 -2.19
H 2.87 -4.26 -3.78
H 1.58 -5.39 -4.25
H 4.30 -4.86 -2.02
H 4.03 -6.43 -1.22
H 3.27 -4.43 0.17
H 1.97 -5.60 -0.17
O 4.80 4.99 -1.94
S 4.64 3.57 -2.06
O 5.64 2.83 -2.79
N 4.35 2.88 -0.61
C 3.14 2.39 -0.59
O 2.59 1.78 0.38
C 2.36 2.59 -1.85
C 0.97 2.12 -2.05
C 0.45 2.34 -3.51
C 1.28 3.21 -4.41
C 2.51 3.60 -4.08
C 3.05 3.23 -2.78
H 0.31 2.50 -1.27
H -0.59 2.65 -3.53
H 0.85 3.51 -5.36
H 3.11 4.22 -4.75
C -1.36 -1.59 3.58
N -1.31 -1.25 2.16
C -1.60 -2.46 1.39
N -2.90 -3.04 1.72
C -2.91 -3.33 3.16
N -2.66 -2.14 3.97
C -3.69 -1.15 3.66
N -3.71 -0.80 2.23
C -2.38 -0.28 1.89
C -3.93 -2.03 1.46
H -1.16 -0.69 4.17
H -0.58 -2.32 3.80
H -0.82 -3.20 1.59
H -1.57 -2.23 0.32
H -2.14 -4.08 3.37
H -3.88 -3.75 3.43
H -3.50 -0.25 4.24
H -4.67 -1.55 3.93
H -2.18 0.61 2.50
H -2.36 0.00 0.84
H -3.92 -1.78 0.40
H -4.91 -2.43 1.72
C -0.80 0.06 -5.78
C -0.65 0.11 -4.29
C -1.56 -0.36 -3.44
C -1.36 -0.27 -1.99
N -0.29 0.10 -1.40
C 0.81 0.58 -2.23
C 0.56 0.79 -3.74
H -1.73 -0.42 -6.08
H 0.04 -0.49 -6.22
H -0.77 1.06 -6.20
H -2.47 -0.82 -3.79
H -2.18 -0.59 -1.35
H 1.71 0.00 -1.98
H 1.45 0.56 -4.33
*
```

Output
Frontier orbital gap, hartree: 0.2203
Strongest force on any atom, eV Å⁻¹: 1.96
Energy above the lowest of the compared OMol25 structures with the same formula, charge and spin, kcal/mol: 75.7
Calculated total energy, Eh: -3697.3324


What are the molecular weight values for these records? In order: 100.094, 93.082, 108.144, 836.945 g/mol.